DFT (ωB97M-V/def2-TZVPD) results for C3H5NO2S in the gas phase at a distorted geometry.

Atoms and positions in Å:
C -1.259 -0.337 0.097
C -0.507 -1.525 0.263
C -0.591 0.737 -0.694
N 0.618 1.262 -0.030
O 2.834 0.223 0.783
O 0.653 -1.682 -0.264
S 1.950 0.306 -0.381
H -1.890 -0.146 0.933
H -0.948 -2.291 0.993
H -0.062 0.372 -1.652
H -1.241 1.584 -0.980
H 0.441 1.497 0.932

energy relative to the best compared isomer or geometry (same formula, charge and spin)	76.94	kcal/mol
energy	-19609.1746	eV
total charge	0
HOMO-LUMO gap (alpha / beta)	6.8 / 6.8	eV

DFT (ωB97M-V/def2-TZVPD) results for C3H5NO2S in the gas phase at a distorted geometry.

Atoms and positions in Å:
C -1.905 -0.608 -0.118
O -1.113 0.517 0.022
C 0.258 0.276 -0.041
C 0.829 1.625 0.175
O 2.003 1.841 -0.280
N 0.935 -0.780 -0.047
S 2.712 -0.650 -0.023
H -2.859 -0.237 -0.608
H -1.511 -1.258 -0.961
H -2.189 -1.108 0.955
H 0.043 2.336 0.618
H 2.796 -1.954 0.307

energy relative to the best compared isomer or geometry (same formula, charge and spin)	67.54	kcal/mol
energy	-19609.5823	eV
SMILES string	CO/C(C=O)=N/S
total charge	0
HOMO-LUMO gap	8.7	eV

DFT (ωB97M-V/def2-TZVPD) results for a 2-piece molecular cluster, C3H5NO2S overall at a distorted geometry.

Atoms and positions in Å:
C -0.127 0.140 0.596
C 1.051 -0.215 -0.213
C -0.012 1.150 1.726
N -0.372 -1.173 -2.416
O -0.003 -0.984 -3.521
O -1.355 -1.659 -1.995
S 0.777 -1.545 0.773
H -1.135 -0.159 0.177
H 1.428 -0.082 -1.152
H -0.544 2.180 1.440
H 0.867 1.519 2.074
H -0.576 0.827 2.511

energy relative to the best compared isomer or geometry (same formula, charge and spin)	158.04	kcal/mol
energy	-19605.6577	eV
total charge	0
HOMO-LUMO gap (alpha / beta)	9.7 / 6.0	eV

DFT (ωB97M-V/def2-TZVPD) results for C3H5NO2S in the gas phase at a distorted geometry.

Atoms and positions in Å:
C -0.314 1.634 1.430
C -0.193 -0.445 0.288
C 0.746 0.652 -0.327
N -0.796 -0.073 1.515
O -0.306 3.960 2.606
O 0.577 1.762 0.491
S -0.869 2.609 2.656
H -0.849 -0.670 -0.635
H 0.207 -1.415 0.413
H 1.836 0.560 -0.409
H 0.522 0.990 -1.359
H -1.779 -0.188 1.723

⟨S²⟩	2.01
energy relative to the best compared isomer or geometry (same formula, charge and spin)	43.64	kcal/mol
energy	-19606.0383	eV
total charge	0
HOMO-LUMO gap (alpha / beta)	6.7 / 7.8	eV
2S+1	3

DFT (ωB97M-V/def2-TZVPD) results for C3H5NO2Si as an isolated structure at a distorted geometry.

Atoms and positions in Å:
C -1.187 1.532 -1.655
C 0.875 -0.532 -0.190
C 0.561 -0.209 2.170
N -1.379 2.638 -1.425
O 2.019 -0.875 -0.218
O 0.091 -0.213 0.812
Si -0.822 -0.253 -2.001
H -0.177 -0.755 2.759
H 0.608 0.826 2.511
H 1.543 -0.677 2.238
H -0.171 -0.382 -3.296
H -1.962 -1.100 -1.706

energy relative to the best compared isomer or geometry (same formula, charge and spin)	81.62	kcal/mol
energy	-16652.6442	eV
total charge	0
HOMO-LUMO gap	9.3	eV

DFT (ωB97M-V/def2-TZVPD) results for C3H5NO3 in the gas phase at a distorted geometry.

Atoms and positions in Å:
C 0.375 -0.159 -1.721
C -0.089 -0.529 -0.377
C -0.204 0.923 0.757
N -0.164 0.409 1.983
O -0.144 2.004 0.257
O -1.158 -1.295 -0.002
O 0.217 -1.623 0.303
H 0.874 0.712 -1.564
H -0.430 0.033 -2.343
H 1.066 -0.886 -2.164
H -0.450 -0.510 2.129
H 0.107 0.921 2.743

energy relative to the best compared isomer or geometry (same formula, charge and spin)	122.95	kcal/mol
energy	-10820.3559	eV
SMILES string	CC1(C(N)=O)OO1
total charge	0
HOMO-LUMO gap	10.1	eV

DFT (ωB97M-V/def2-TZVPD) results for a 2-piece molecular cluster, C3H5NO3 overall at a distorted geometry.

Atoms and positions in Å:
C 0.952 0.748 0.652
C 1.651 0.264 -0.447
C -0.377 -0.494 -0.404
H -2.316 1.019 0.127
H 1.208 -0.058 1.438
H 1.151 1.826 0.875
H 1.840 0.689 -1.306
H 2.610 -0.226 -0.047
N -0.351 0.587 0.186
O -1.264 0.806 1.055
O 0.818 -1.100 -0.761
O -1.478 -1.016 -0.443

energy relative to the best compared isomer or geometry (same formula, charge and spin)	174.99	kcal/mol
energy	-10818.0993	eV
total charge	0
HOMO-LUMO gap	9.3	eV

DFT (ωB97M-V/def2-TZVPD) results for C3H5NO3 in the gas phase.

Atoms and positions in Å:
N -1.570 -0.691 0.032
C -0.554 -0.291 0.856
O -0.148 -0.953 1.783
C 0.069 1.059 0.499
O 0.907 0.964 -0.673
C 1.515 -0.196 -1.006
O 1.635 -1.186 -0.343
H -1.897 -0.140 -0.744
H -1.779 -1.678 0.026
H -0.701 1.803 0.252
H 0.642 1.418 1.356
H 1.881 -0.110 -2.039

energy relative to the best compared isomer or geometry (same formula, charge and spin)	25.64	kcal/mol
energy	-10824.5759	eV
SMILES string	NC(=O)COC=O
total charge	0
HOMO-LUMO gap	10.7	eV

DFT (ωB97M-V/def2-TZVPD) results for a 2-piece molecular cluster, C3H5NO3 overall at a distorted geometry.

Atoms and positions in Å:
C 1.553 -2.972 -0.155
C 0.166 0.348 -0.041
C -0.535 -0.678 0.836
N -0.421 1.486 -0.217
O 0.281 2.315 -1.094
O -1.464 1.954 0.209
O 1.508 -2.827 -1.281
H -0.133 3.170 -1.061
H 1.148 0.192 -0.502
H -0.279 -0.594 1.877
H -0.128 -1.669 0.534
H -1.696 -0.724 0.895

energy relative to the best compared isomer or geometry (same formula, charge and spin)	115.92	kcal/mol
energy	-10820.6609	eV
total charge	0
HOMO-LUMO gap	9.9	eV

DFT (ωB97M-V/def2-TZVPD) results for C3H5NO3S in the gas phase at a distorted geometry.

Atoms and positions in Å:
O 2.099 1.562 0.173
C 1.530 0.534 0.031
O 1.972 -0.625 0.524
C 0.246 0.345 -0.834
N -0.485 -0.773 -0.488
C -1.158 -0.405 0.855
S -1.851 1.213 0.312
O -0.624 1.766 -0.574
H 1.329 -1.301 0.385
H 0.536 0.169 -1.932
H -1.295 -0.982 -1.197
H -1.798 -1.163 1.101
H -0.503 -0.340 1.644

energy relative to the best compared isomer or geometry (same formula, charge and spin)	56.48	kcal/mol
energy	-21657.7278	eV
SMILES string	O=C(O)[C@H]1NCSO1
total charge	0
HOMO-LUMO gap	8.8	eV